Record 1
Molecular formula: C11H16BF4N9O2SV
Method: DFT, ωB97M-V/def2-TZVPD

XYZ file:
```
45
Properties=species:S:1:pos:R:3
V 0.1410 0.7674 -0.2752
N -1.6863 -1.0183 1.8226
N -1.4752 -0.1160 2.8597
C -0.9753 1.1078 2.5808
N -0.5610 1.8585 3.6110
N -0.9980 1.4979 1.3131
N -0.0177 2.4965 0.9182
O 0.5159 3.3046 1.6803
O -0.2087 2.7572 -0.3496
H -2.5897 -1.4582 1.9083
H -0.9293 -1.6897 1.7418
H -1.4021 -0.4471 3.8107
H -0.3778 1.4152 4.4943
H -0.0182 2.6764 3.3544
C 2.2949 0.2764 -5.0794
C 0.8660 0.3729 -4.7036
N -0.1352 0.3359 -5.5198
N -1.2385 0.4317 -4.7117
C -0.9540 0.5303 -3.4050
S -1.9641 0.6439 -2.0854
N 0.4146 0.5029 -3.4083
N 1.1628 0.5529 -2.2333
H 2.3586 0.1859 -6.1602
H 2.7588 -0.5979 -4.6204
H 2.8515 1.1611 -4.7674
H -2.1626 0.4087 -5.1049
H 1.6413 -0.3415 -2.0771
H 1.8313 1.3157 -2.2737
C 1.6166 0.7765 0.6130
C 2.8640 0.8952 1.3123
C 3.4780 2.1444 1.4736
C 4.6784 2.2359 2.1621
C 5.2800 1.0943 2.6727
C 4.6792 -0.1493 2.5048
C 3.4704 -0.2569 1.8394
H 3.0003 3.0256 1.0662
H 5.1539 3.1996 2.2949
H 6.2228 1.1699 3.1995
H 5.1566 -1.0380 2.8977
H 2.9857 -1.2149 1.7009
F -0.1285 -1.2739 -0.6195
B 0.8279 -2.3858 -0.4569
F 1.0287 -2.5342 0.9093
F 1.9999 -1.9729 -1.1175
F 0.2742 -3.4932 -1.0395
```

* 2S+1: 2
* lowest unoccupied orbital energy (alpha / beta): -0.04 / -0.49 eV
* expectation value of S²: 1.05
* highest occupied orbital energy (alpha / beta): -0.28670 / -0.26814 Eh

***

Record 2
Molecular formula: C4H6FN
Method: DFT, ωB97M-V/def2-TZVPD

XYZ file:
```
12
Properties=species:S:1:pos:R:3
H 0.1276 2.8175 0.1423
N 0.8476 2.1647 0.3215
C 0.5019 0.9817 0.1247
C -0.7750 0.3868 -0.3876
C 1.7614 -0.2008 0.1706
C 1.5496 -1.4932 0.2719
F 2.8839 0.3660 -0.3488
H -1.5322 0.3474 0.4918
H -0.5267 -0.4521 -0.8561
H -1.2777 1.2177 -0.9156
H 2.3656 -2.1262 -0.0388
H 0.5950 -1.7005 0.7305
```

* 2S+1: 1
* lowest unoccupied orbital energy: 0.93 eV
* SMILES string: [H]/N=C(\C)C(=C)F
* highest occupied orbital energy: -0.36787 Eh

***

Record 3
Molecular formula: C4H6N2O2
Method: DFT, ωB97M-V/def2-TZVPD

XYZ file:
```
14
Properties=species:S:1:pos:R:3
H -2.0584 -1.6715 1.2705
N -1.3528 -1.4291 0.4938
C -0.7025 -0.2583 0.3864
O -0.6931 0.5312 1.4468
C 0.4672 1.4745 1.4107
O 0.7412 1.2699 0.1331
N 0.0370 0.2601 -0.6823
C 0.8927 -0.3342 -1.6054
C 0.6173 -1.6433 -1.9063
H 1.0966 1.1860 2.3214
H 0.0542 2.5732 1.3506
H 1.5355 0.5473 -2.0982
H 0.7797 -2.3220 -2.7955
H -0.2291 -1.9707 -1.0807
```

* 2S+1: 1
* lowest unoccupied orbital energy: 0.78 eV
* SMILES string: [H]/N=C1\OCON1C=C
* highest occupied orbital energy: -0.32771 Eh

***

Record 4
Molecular formula: C2H3NO3
Method: DFT, ωB97M-V/def2-TZVPD

XYZ file:
```
9
Properties=species:S:1:pos:R:3
C -0.6605 0.0322 0.5525
C 0.9010 -0.2261 0.7341
H 1.0702 -0.2482 -0.9659
H -1.7280 0.7223 -1.0580
H 1.6465 0.5470 1.5697
N -0.9399 0.1388 -0.7054
O 0.0175 0.4896 -1.7022
O -1.4503 -0.0338 1.5802
O 1.1435 -1.4218 -0.0050
```

* 2S+1: 1
* lowest unoccupied orbital energy: -2.19 eV
* highest occupied orbital energy: -0.34988 Eh

***

Record 5
Molecular formula: C15H14BrN3O5S
Method: DFT, ωB97M-V/def2-TZVPD

XYZ file:
```
39
Properties=species:S:1:pos:R:3
C -3.1179 2.9732 0.8586
O -2.8442 1.7741 0.1733
C -1.5697 1.5290 -0.2519
C -0.4991 2.3762 0.0212
C 0.7949 2.0662 -0.3524
C 1.0413 0.8963 -1.0563
C 2.3861 0.3660 -1.3780
O 2.6094 -0.4069 -2.2822
N 3.3861 0.7365 -0.4862
N 4.4133 -0.1806 -0.2996
C 4.1688 -1.4969 -0.0968
S 5.3210 -2.6334 -0.3353
N 2.8982 -1.8650 0.3298
C 2.0562 -1.1644 1.1574
O 2.3843 -0.1689 1.7759
C 0.6909 -1.6832 1.2118
C -0.3695 -1.2310 1.9609
C -1.4972 -1.9614 1.5443
C -1.0391 -2.7956 0.5625
Br -1.9397 -4.0301 -0.4860
O 0.2721 -2.6504 0.3554
C -0.0301 0.0764 -1.3931
C -1.3290 0.3515 -0.9901
O -2.2311 -0.6123 -1.3208
C -3.6215 -0.3683 -1.2861
H -2.5727 3.0298 1.8057
H -2.8841 3.8496 0.2469
H -4.1878 2.9512 1.0607
H -0.6701 3.2918 0.5634
H 1.5933 2.7498 -0.1103
H 3.0784 1.1618 0.3877
H 5.3081 0.0362 -0.7246
H 2.6245 -2.8012 0.0577
H -0.3228 -0.4695 2.7112
H -2.5030 -1.8871 1.9011
H 0.1496 -0.8217 -1.9642
H -3.8865 0.5208 -1.8613
H -4.0717 -1.2475 -1.7464
H -3.9897 -0.2611 -0.2641
```

* 2S+1: 1
* lowest unoccupied orbital energy: -0.14 eV
* SMILES string: COc1ccc(C(=O)NNC(=S)NC(=O)c2ccc(Br)o2)cc1OC
* highest occupied orbital energy: -0.31389 Eh

***

Record 6
Molecular formula: C40H48N7O4W
Method: DFT, ωB97M-V/def2-TZVPD

XYZ file:
```
100
Properties=species:S:1:pos:R:3
W -0.4783 -0.1774 -0.0575
C -2.6649 -2.3503 -0.3049
O -1.4079 -1.7020 -0.4321
C -0.5972 -2.7325 -2.7092
C -1.0339 -1.5024 -3.3921
O -1.1094 -0.2816 -2.5570
C -1.2145 0.8416 -3.4691
C -2.0024 2.0114 -2.9546
O -1.3012 2.7093 -1.9539
C -1.8490 4.0080 -1.7553
H -2.5183 -3.4137 -0.4792
H -3.0635 -2.1889 0.6979
H -3.3421 -1.9442 -1.0561
H 0.4246 -2.8805 -2.3875
H -1.2670 -3.5748 -2.6236
H -0.3381 -1.2656 -4.2053
H -2.0239 -1.6342 -3.8279
H -0.2092 1.1544 -3.7670
H -1.7331 0.4926 -4.3635
H -2.1732 2.6595 -3.8240
H -2.9903 1.6891 -2.5981
H -1.7540 4.6076 -2.6638
H -2.9084 3.9477 -1.4834
H -1.2985 4.4862 -0.9513
C 2.6474 0.3902 -3.0707
C 3.1581 1.6900 -2.9821
C 2.6105 2.5355 -2.0564
C 1.5654 2.1012 -1.2236
N 1.0593 0.8580 -1.3185
C 1.6288 0.0301 -2.2382
N 1.0992 3.0362 -0.3436
C 0.2716 2.7890 0.5838
N -0.2875 1.5467 0.9936
C -1.1252 1.8462 2.1021
N -1.7253 1.0449 2.8895
C -1.4799 -0.3014 2.9217
C -1.8869 -0.9698 4.0824
C -1.5714 -2.2920 4.2650
C -0.8529 -2.9501 3.2638
C -0.5137 -2.2634 2.1328
N -0.8217 -0.9493 1.9376
C -1.1683 3.2905 2.3063
C -1.8566 4.0478 3.2404
C -1.6149 5.4146 3.2353
C -0.6995 5.9881 2.3471
C -0.0010 5.2159 1.4286
C -0.2682 3.8572 1.4261
H 3.0335 -0.3270 -3.7816
H 3.9591 2.0190 -3.6307
H 2.9436 3.5553 -1.9312
H 1.2235 -0.9671 -2.2904
H -2.4221 -0.3913 4.8210
H -1.8686 -2.8109 5.1666
H -0.5746 -3.9902 3.3545
H 0.0062 -2.7579 1.3288
H -2.5412 3.5917 3.9424
H -2.1313 6.0522 3.9404
H -0.5301 7.0558 2.3856
H 0.7167 5.6511 0.7464
N -2.4395 0.6120 -0.1381
C -3.5588 0.9283 -0.0720
N -4.7892 1.2746 0.0011
C -5.1816 2.6764 0.3210
C -5.9498 3.2683 -0.8498
C -7.1210 2.3739 -1.2502
C -6.6469 0.9600 -1.5794
C -5.8902 0.3582 -0.4081
H -4.2772 3.2323 0.5678
H -5.8063 2.6258 1.2149
H -5.2741 3.3979 -1.7006
H -6.3001 4.2615 -0.5660
H -7.6386 2.8013 -2.1076
H -7.8499 2.3359 -0.4352
H -6.0000 0.9720 -2.4623
H -7.4931 0.3129 -1.8128
H -5.4568 -0.6144 -0.6359
H -6.5387 0.2455 0.4627
C 6.8211 2.1067 1.2044
C 5.6900 1.1499 1.0338
C 4.4910 1.3200 1.7430
C 3.4471 0.4415 1.6162
C 2.3378 0.5098 2.6257
C 3.5614 -0.6330 0.6674
C 2.4891 -1.3868 0.1937
O 1.2361 -1.1398 0.2655
C 4.8298 -0.8864 0.0255
C 5.1561 -2.0849 -0.8270
C 5.8398 0.0317 0.2104
H 6.5538 2.9526 1.8322
H 7.1605 2.4738 0.2342
H 7.6724 1.5924 1.6570
H 4.4190 2.1299 2.4591
H 2.0993 1.5437 2.8765
H 2.6981 0.0341 3.5420
H 1.4351 -0.0094 2.3291
H 2.7167 -2.2936 -0.3600
H 4.3192 -2.5880 -1.2995
H 5.6679 -2.8228 -0.2045
H 5.8504 -1.7986 -1.6148
H 6.7882 -0.1244 -0.2898
```

* net charge: +3
* 2S+1: 3
* lowest unoccupied orbital energy (alpha / beta): -9.05 / -9.63 eV
* expectation value of S²: 2.01
* highest occupied orbital energy (alpha / beta): -0.58974 / -0.59191 Eh

***

Record 7
Molecular formula: C18H19N3O6S
Method: DFT, ωB97M-V/def2-TZVPD

XYZ file:
```
47
Properties=species:S:1:pos:R:3
C 4.0559 1.2276 -1.0671
C 3.7210 0.0144 -0.2154
O 2.3866 -0.3623 -0.5223
C 1.7871 -1.3416 0.2159
C 2.3997 -2.0747 1.2193
C 1.6780 -3.0288 1.9222
C 0.3497 -3.2613 1.6237
C -0.2728 -2.5461 0.6123
C 0.4326 -1.5869 -0.0951
N -0.1183 -0.8136 -1.1236
C -1.3960 -0.7861 -1.5861
O -2.2940 -1.4838 -1.1711
C -1.5702 0.2160 -2.7220
C -3.0412 0.5250 -2.9831
N -3.6504 1.1162 -1.8097
S -2.9664 2.4395 -1.0751
O -4.0401 3.1616 -0.4609
O -2.0814 3.1362 -1.9679
C -1.9810 1.6741 0.2107
C -2.5895 0.7444 1.0355
C -1.8724 0.0992 2.0313
C -0.5363 0.4305 2.1574
N 0.4680 -0.0002 2.9946
C 1.6428 0.6419 2.6689
O 2.7184 0.4874 3.1677
O 1.3782 1.5125 1.6558
C 0.0618 1.3885 1.3240
C -0.6472 2.0284 0.3317
H 5.0776 1.5392 -0.8724
H 3.9513 0.9886 -2.1225
H 3.3836 2.0455 -0.8228
H 3.8080 0.2649 0.8479
H 4.4004 -0.8176 -0.4444
H 3.4334 -1.9033 1.4704
H 2.1695 -3.5880 2.7035
H -0.2085 -4.0066 2.1690
H -1.3053 -2.7224 0.3642
H 0.5557 -0.1826 -1.5376
H -1.1352 -0.2135 -3.6281
H -1.0470 1.1444 -2.4938
H -3.5759 -0.4047 -3.1930
H -3.1143 1.1944 -3.8507
H -4.6525 1.1968 -1.8525
H -3.6305 0.5213 0.8744
H -2.3307 -0.6389 2.6679
H 0.4103 -0.7367 3.6761
H -0.2122 2.7609 -0.3271
```

* 2S+1: 1
* lowest unoccupied orbital energy: 0.59 eV
* SMILES string: CCOc1ccccc1NC(=O)CCNS(=O)(=O)c1ccc2[nH]c(=O)oc2c1
* highest occupied orbital energy: -0.30752 Eh

***

Record 8
Molecular formula: C5H28O9
Method: DFT, ωB97M-V/def2-TZVPD

XYZ file:
```
42
Properties=species:S:1:pos:R:3
C 2.2610 -1.7333 -3.5855
C 1.7645 -0.2804 -3.8034
O 2.9737 0.5394 -3.6053
H 1.5188 -2.4472 -3.9430
H 2.5296 -1.7960 -2.5310
H 3.2049 -1.7977 -4.1268
H 0.8496 0.0273 -3.2971
H 1.5056 -0.3398 -4.8605
H 3.2148 0.6655 -2.6846
C 0.8840 0.2433 3.6322
C 2.0242 0.1540 4.6086
O 3.0237 -0.4697 3.8202
H 0.6365 -0.7656 3.3023
H 1.0933 0.8714 2.7663
H -0.0131 0.5692 4.1585
H 1.8095 -0.5520 5.4108
H 2.4455 1.1134 4.9092
H 3.6011 -0.8612 4.4797
C -0.2472 0.9737 -0.2016
O -0.9732 2.0620 -0.7372
H 0.2590 0.4174 -0.9906
H 0.4519 1.3607 0.5397
H -0.9023 0.2708 0.3130
H -1.8749 1.7867 -0.9181
O -1.9135 -1.8761 1.3758
H -2.5252 -1.1410 1.3345
H -1.7180 -2.0773 0.4606
O -0.4105 4.7625 -0.3911
H -0.5572 5.0667 -1.2868
H -0.5609 3.8180 -0.4308
O -1.0765 -2.2066 -1.1280
H -1.6201 -2.0063 -1.8899
H -0.7363 -3.0846 -1.3000
O -3.8677 1.6106 -1.1019
H -4.4380 2.3791 -1.1215
H -4.0915 1.1253 -1.8960
O -4.0280 -0.0306 1.1852
H -3.9299 0.3578 0.3159
H -4.0815 0.7188 1.7783
O 1.4679 -2.2377 0.5679
H 0.6874 -2.0361 0.0517
H 1.3586 -3.1545 0.8202
```

* 2S+1: 1
* lowest unoccupied orbital energy: -0.48 eV
* SMILES string: CCO.CCO.CO.O.O.O.O.O.O
* highest occupied orbital energy: -0.36117 Eh

***

Record 9
Molecular formula: C6H16O
Method: DFT, ωB97M-V/def2-TZVPD

XYZ file:
```
23
Properties=species:S:1:pos:R:3
C 2.1442 2.1201 -1.1658
C 0.8878 1.5517 -1.7956
C -0.1163 1.2556 -0.7279
C 0.1654 0.0583 0.2757
C -0.6477 -1.2267 0.1088
C -2.1700 -1.2030 0.4486
H 2.2863 3.1926 -1.3900
H 3.0699 1.4977 -1.4691
H 2.2238 2.0293 -0.0193
H 0.9992 0.5864 -2.4000
H 0.3436 2.1925 -2.6127
H -1.1295 1.0763 -1.2136
H -0.3393 2.2038 -0.1182
H 1.2643 -0.2389 0.0862
H -0.1872 0.4933 1.2912
H -0.1555 -1.9859 0.8261
H -0.4776 -1.7313 -0.9113
H -2.1728 -1.3305 1.5743
H -2.7642 -0.3276 0.2205
H -2.7361 -2.1446 0.1451
O -0.4690 -2.9872 2.8996
H 0.5185 -3.0617 3.1220
H -0.5380 -2.0203 2.8253
```

* 2S+1: 1
* lowest unoccupied orbital energy: 0.80 eV
* SMILES string: CCCCCC.O
* highest occupied orbital energy: -0.38109 Eh

***

Record 10
Molecular formula: C3H5N3OS
Method: DFT, ωB97M-V/def2-TZVPD

XYZ file:
```
13
Properties=species:S:1:pos:R:3
N 2.2630 -0.9214 -0.6350
C 1.1964 -0.5730 0.1329
O 0.5050 -1.3554 0.7923
N 1.0360 0.8334 -0.0309
C -0.1179 1.3767 0.1372
N -1.4941 0.9071 0.0497
C -1.9982 -0.3606 0.0818
S -3.5856 -0.7039 -0.1900
H 2.6245 -1.9252 -0.4640
H 3.1287 -0.1545 -0.5736
H -0.0734 2.4341 0.2986
H -2.1874 1.6359 0.1225
H -1.2971 -1.1932 0.2784
```

* 2S+1: 1
* lowest unoccupied orbital energy: -0.43 eV
* SMILES string: NC(=O)/N=C\NC=S
* highest occupied orbital energy: -0.31922 Eh

***

Record 11
Molecular formula: C34H29AsF5O7P2S2TeZr
Method: DFT, ωB97M-V/def2-TZVPD

XYZ file:
```
82
Properties=species:S:1:pos:R:3
Zr -1.1670 -0.2987 0.9107
S -1.2150 0.7668 3.1857
C 0.3880 0.6371 3.8694
C 0.4642 0.5398 5.2954
C 1.6914 0.3861 5.9372
C 2.8741 0.2805 5.1726
C 2.7986 0.3552 3.7873
C 1.5910 0.5210 3.1310
As 1.6181 0.2821 1.1676
C 2.3766 2.0122 0.5720
C 2.5158 3.1050 1.4602
C 2.9100 4.3323 0.9512
C 3.0027 4.5237 -0.4479
C 2.8043 3.4594 -1.3242
C 2.4895 2.2034 -0.8083
C 3.1191 -0.9652 0.9102
C 4.1557 -0.6770 0.0059
C 5.2551 -1.5344 -0.0801
C 5.3139 -2.7169 0.6528
C 4.1803 -3.0759 1.4155
C 3.0914 -2.2109 1.5522
H -0.4858 0.5781 5.8346
H 1.7086 0.3743 7.0123
H 3.8338 0.1982 5.6553
H 3.7257 0.2917 3.1749
H 2.2651 2.9447 2.4896
H 3.0495 5.1534 1.6584
H 3.2655 5.5032 -0.8632
H 2.9509 3.5832 -2.3856
H 2.3036 1.3627 -1.4942
H 4.0943 0.2033 -0.6318
H 6.0534 -1.2486 -0.7529
H 6.1994 -3.3117 0.6014
H 4.2027 -4.0089 1.9673
H 2.2169 -2.5210 2.0863
F -2.2829 6.5660 2.0846
C -2.5324 5.3190 1.6026
C -1.4949 4.4105 1.4402
F -0.2386 4.7990 1.7437
C -1.7786 3.1493 0.9872
F -0.7959 2.1704 1.0089
C -3.0641 2.7590 0.5930
S -3.3560 1.1362 -0.0150
C -4.0821 3.7074 0.7075
F -5.3422 3.3956 0.3099
C -3.8107 4.9772 1.1911
F -4.7839 5.9114 1.2389
C -2.3711 -4.9639 1.8988
C -2.1112 -4.0722 0.6673
O -2.1542 -4.8097 -0.5796
P -3.3569 -2.7679 0.5209
O -3.5418 -2.2327 -0.9847
O -4.6818 -3.5825 0.8188
O -3.0398 -1.5592 1.3763
P -0.5365 -3.1403 0.7220
O 0.6162 -4.2131 0.6632
O -0.5715 -2.1304 -0.4626
O -0.4524 -2.2604 1.9650
H -3.1052 -5.7282 1.6003
H -2.7905 -4.4436 2.7825
H -1.4298 -5.4894 2.1521
H -2.7083 -5.6165 -0.4454
H -3.3348 -2.8739 -1.6995
H -5.4758 -3.1776 0.4480
H 0.8369 -4.5382 -0.2104
C 0.2043 -0.2975 -3.5791
Te -0.7964 0.9184 -1.9109
C -2.4785 0.5227 -3.4393
C -1.9410 0.0702 -4.7408
C -2.7287 0.0413 -5.8782
C -2.1933 -0.3092 -7.1139
C -0.8111 -0.5243 -7.2278
C 0.0077 -0.4869 -6.0924
C -0.5548 -0.2463 -4.8415
H 0.2925 -1.2640 -3.0637
H 1.2023 0.1959 -3.5574
H -3.0272 1.4870 -3.4346
H -3.0977 -0.2022 -2.8558
H -3.7784 0.2518 -5.7468
H -2.8509 -0.4201 -7.9738
H -0.3898 -0.7791 -8.1892
H 1.0708 -0.6866 -6.1491
```

* net charge: +1
* 2S+1: 1
* lowest unoccupied orbital energy: -3.44 eV
* highest occupied orbital energy: -0.37529 Eh

***

Record 12
Molecular formula: C4H12NO2
Method: DFT, ωB97M-V/def2-TZVPD

XYZ file:
```
19
Properties=species:S:1:pos:R:3
C 0.9997 -2.1493 -1.0016
O 0.5052 -2.3560 0.2476
C 0.4858 -0.8320 -1.6991
C 0.0084 0.2641 -0.7366
C 1.1038 0.9766 0.0606
N 1.6552 0.1991 1.2020
H 2.1205 -2.0863 -1.0049
H 0.7326 -2.9895 -1.6881
H 1.3070 -0.4347 -2.3229
H -0.3504 -1.0982 -2.3411
H -0.4650 1.0333 -1.3241
H -0.6540 -0.2139 -0.0084
H 0.6902 1.8750 0.5236
H 1.9658 1.2635 -0.5650
H 1.3732 -0.7897 1.0910
H 1.2727 0.5553 2.0667
H -4.8744 2.6123 2.2017
H -3.4837 2.1187 2.4804
O -4.3926 2.0518 2.8183
```

* net charge: -1
* 2S+1: 1
* lowest unoccupied orbital energy: 2.92 eV
* highest occupied orbital energy: -0.09343 Eh

***

no.,E (Eh)
1,-2838.61982
2,-310.54649
3,-415.79546
4,-358.21304
5,-4092.63725
6,-2303.48875
7,-1711.27517
8,-884.37913
9,-313.38127
10,-754.98871
11,-6369.01956
12,-364.81723